Entry 1:
Below is 3 unconnected molecules or ions with the total composition C20H36IN3O5 in a non-equilibrium geometry, with properties calculated with the ωB97M-V functional and the def2-TZVPD basis.

Geometry as XYZ:
```
65
Properties=species:S:1:pos:R:3:forces:R:3:nbo_charge:R:1
H 1.741837 -0.074037 -2.267322 -1.766 0.317 0.844 0.239
C -2.427762 0.726527 0.072134 -1.056 0.583 0.559 -0.262
H -2.167909 2.902805 0.324036 1.435 -1.426 -0.343 0.190
C 1.998431 2.007184 1.769561 -0.160 0.091 1.029 -0.534
C 3.168005 0.060476 0.500551 -1.554 -2.006 0.884 -0.478
C -1.950749 -3.583290 -1.682829 -1.037 -0.204 0.201 -0.276
H -0.861299 -3.529144 4.609717 0.079 0.050 0.098 0.204
C -2.318884 4.053000 -4.858900 0.060 -0.074 -0.155 -0.635
O -2.277848 3.945498 -2.451179 0.002 -0.007 0.254 -0.734
H 0.818021 -3.298389 2.901301 0.064 0.031 0.135 0.481
H 1.548527 -2.951832 5.053894 0.001 -0.041 0.183 0.159
H 3.932568 0.649783 -0.103562 -1.274 -0.644 0.626 0.271
H -2.234534 0.309245 -0.974684 0.067 0.504 1.643 0.203
H -3.532186 1.099628 0.054158 1.949 -0.083 -0.382 0.177
H -1.701480 -4.647568 -1.338388 0.054 1.614 -0.786 0.210
C -0.248267 2.257512 -0.517464 0.244 1.143 0.267 -0.449
H 4.176832 -3.288404 0.499200 -2.519 -0.030 -0.703 0.218
C 2.112834 2.217789 -1.362144 2.821 1.859 -1.589 0.262
H -0.310921 -4.247788 6.139942 -0.057 0.009 -0.050 0.207
H 2.418032 -2.949354 1.426813 2.346 1.046 0.163 0.239
H -3.032415 -3.627456 -2.109450 1.748 0.164 0.499 0.173
H -2.309989 4.912209 -2.445745 0.057 -0.258 0.022 0.469
H -0.629017 -1.165395 -3.635158 -0.554 -0.933 1.465 0.196
H -1.273913 3.736582 -4.916893 -0.116 -0.047 0.006 0.216
O -1.145237 2.042186 1.895658 -0.733 -0.495 -1.130 -0.729
C 1.728663 0.785275 0.701362 0.346 -0.544 1.945 -0.104
H -2.080189 -1.288239 -2.426366 1.518 0.062 -0.392 0.169
H 0.190420 3.303669 -0.255354 -0.858 -1.767 -0.294 0.241
H -2.019053 1.962327 2.359098 1.335 0.108 -0.608 0.473
H -2.008204 -2.930839 -0.739110 0.339 -0.832 -1.322 0.169
C 0.898804 -0.293924 1.598204 -2.018 -2.240 1.548 0.334
N -2.425173 -0.349837 1.152174 -1.095 0.321 -1.371 -0.824
H -2.320407 5.146893 -4.844013 -0.107 -0.056 -0.045 0.201
H -2.840883 3.713046 -5.756681 0.046 0.076 0.019 0.215
C 1.258020 -3.940404 4.684048 -0.292 0.193 -0.217 -0.058
H 2.957084 -1.548571 -1.241041 1.893 0.375 1.565 0.200
C -0.176992 -4.257226 5.055197 -0.131 -0.085 0.124 -0.634
O 3.898861 3.494968 0.915950 -2.461 -4.023 3.692 -0.501
C 0.716064 0.161292 -1.770879 0.847 -0.386 -0.633 -0.431
H -3.083067 0.001316 1.881443 0.792 -0.551 -0.610 0.347
C 3.091155 -1.441051 -0.100824 0.319 -1.065 0.549 -0.206
C 3.231146 -2.653530 0.677701 -0.209 2.014 -1.219 -0.403
C -1.453710 1.987918 0.453910 -2.323 0.831 -0.185 0.084
I 4.944949 2.022806 3.262895 -0.774 0.048 -0.402 0.029
N 0.305081 -1.095816 2.284483 3.490 4.207 -3.622 -0.368
C -0.996151 -1.596595 -2.634144 0.498 -0.911 1.010 -0.064
H 1.853883 1.594672 2.846186 0.297 0.617 -1.980 0.271
H -0.602969 -1.265125 -0.452664 1.131 0.525 -1.098 0.239
H -0.464133 -5.240437 4.672470 0.102 0.040 0.078 0.209
C 0.990602 1.254929 -0.636145 1.155 1.416 -1.505 -0.066
H -0.679296 2.400359 -1.587035 0.638 -0.312 1.969 0.271
C -2.973926 3.498985 -3.609428 0.053 0.398 -0.154 -0.061
H 0.751969 -2.115786 -1.360115 -1.087 1.801 -0.062 0.251
H 3.585115 -0.093768 1.574586 -0.688 0.400 -1.919 0.252
H 1.936512 -4.681684 5.112370 0.022 0.059 -0.188 0.174
H -2.950890 2.406625 -3.617803 0.044 0.088 0.179 0.173
N 2.966598 2.889119 -1.904057 -4.800 -3.704 2.859 -0.320
O -1.011556 -3.072008 -2.682468 -1.166 0.799 0.944 -0.558
H -4.017323 3.821883 -3.538837 -0.061 -0.146 -0.128 0.160
O 1.415560 -3.963736 3.271899 0.089 -0.151 -0.157 -0.739
H -2.956177 -1.129088 0.702840 0.553 0.594 0.697 0.355
C 0.023410 -1.212313 -1.405653 -0.991 -0.886 -0.975 -0.478
H 0.101893 0.663465 -2.621298 1.037 -0.585 1.630 0.225
H 1.254384 2.869012 1.669114 1.102 -1.205 -0.075 0.278
C 3.467267 2.633621 1.724731 1.312 3.311 -3.382 0.476
```
Forces are in eV/Å.

Properties
- gap between HOMO and LUMO (eV) = 7.8
- max |F| (eV/Å) = 6.70
- SMILES = C=CC[C@@](C#N)(CC(=O)I)[C@@](C#N)(CCCOC)C[C@H](O)CN.CCO.CCO
- charge = 0
- total energy (eV) = -44122.312



Entry 2:
Below is 2 unconnected molecules or ions with the total composition CH7NS2 in a non-equilibrium geometry, with properties calculated with the ωB97M-V functional and the def2-TZVPD basis.

Geometry as XYZ:
```
11
Properties=species:S:1:pos:R:3:forces:R:3:lowdin_spin:R:1
S 1.463725 -1.894827 0.289684 0.878 -3.178 -0.969 0.352
C 2.066383 -0.477977 -0.472172 0.908 2.350 -0.265 0.027
S 0.395670 -0.950630 1.846477 -2.131 0.669 1.595 0.538
N -2.175563 1.213386 -0.397625 0.421 2.417 -0.127 0.015
H -2.125207 1.730535 0.489069 0.363 -0.521 -0.183 0.016
H -2.691511 1.883631 -0.985562 0.207 -0.562 0.014 0.002
H 2.674294 -0.815284 -1.327881 -0.036 0.595 0.360 0.013
H -0.716513 -1.501784 1.289789 0.356 0.556 0.562 0.026
H -2.786146 0.466421 -0.219409 -0.950 -1.337 0.244 0.006
H 2.640995 0.153609 0.275164 -0.115 -0.720 -0.955 0.003
H 1.253869 0.192924 -0.787538 0.098 -0.269 -0.277 0.001
```
Forces are in eV/Å.

Properties
- energy relative to the best compared isomer or geometry (same formula, charge and spin) (kcal per mole) = 17.45
- expectation value of S² = 0.75
- gap between HOMO and LUMO (alpha / beta) (eV) = 3.3 / 7.5
- max |F| (eV/Å) = 3.44
- charge = -1
- spin multiplicity = 2
- total energy (eV) = -24310.166



Entry 3:
Below is C5H7NO in the gas phase, with properties calculated with the ωB97M-V functional and the def2-TZVPD basis.

Geometry as XYZ:
```
14
Properties=species:S:1:pos:R:3:forces:R:3:nbo_charge:R:1
H 0.833000 0.909932 2.182089 -0.110 -0.253 0.015 0.213
C -0.976202 0.626222 0.921765 -0.452 0.094 -0.144 -0.549
C 1.322918 -0.210850 0.485161 -0.094 0.062 0.165 -0.200
C 0.464464 0.427759 1.279844 0.400 -0.010 -0.431 -0.178
H 2.365452 -0.322373 0.775701 -0.158 0.059 -0.032 0.213
H -1.315754 1.643934 1.135819 0.127 -0.063 -0.063 0.243
H 1.118894 -1.883975 -0.852209 -0.128 0.203 0.086 0.203
H -0.712831 -0.638029 -2.149269 0.089 -0.034 -0.036 0.402
C -1.300054 0.347772 -0.539954 0.291 -0.139 0.131 0.689
N -0.427846 -0.484535 -1.193528 -0.284 0.158 -0.187 -0.619
C 0.952425 -0.794741 -0.847847 -0.062 0.094 0.139 -0.247
H 1.625066 -0.391350 -1.624607 -0.160 -0.020 0.235 0.202
H -1.651528 -0.015511 1.512434 0.281 0.054 -0.085 0.244
O -2.298004 0.785746 -1.085396 0.261 -0.205 0.208 -0.616
```
Forces are in eV/Å.

Properties
- energy relative to the best compared isomer or geometry (same formula, charge and spin) (kcal per mole) = 3.44
- gap between HOMO and LUMO (eV) = 10.3
- max |F| (eV/Å) = 0.59
- SMILES = O=C1CC=CCN1
- charge = 0
- total energy (eV) = -8836.054